# 1
Density functional theory data (ωB97M-V/def2-TZVPD) for C33H30N11OPSe2Ti as an isolated structure at a distorted geometry.

Output
Spin multiplicity   2
Expectation value of S²   0.80
LUMO energy (alpha / beta)   -4.2 / -4.1 eV
HOMO (alpha / beta)   -8.828 / -9.710 eV
Kohn-Sham gap (alpha / beta)   4.7 / 5.6 eV
Net charge   +1

Atoms and positions in Å:
Ti: 0.36 -0.72 0.59
C: -1.91 -1.54 4.02
C: -0.90 -0.99 3.25
N: -1.13 -0.43 2.04
C: -2.40 -0.46 1.63
C: -3.42 -1.02 2.39
N: -3.20 -1.57 3.60
C: -2.43 0.18 0.36
C: -3.61 0.64 -0.25
C: -3.54 1.37 -1.43
C: -2.27 1.55 -1.97
C: -1.15 1.03 -1.30
N: -1.15 0.36 -0.10
C: 0.18 1.17 -1.77
C: 0.66 1.62 -2.99
N: 1.99 1.66 -3.29
C: 2.80 1.22 -2.30
C: 2.31 0.77 -1.09
N: 0.99 0.74 -0.81
C: -4.74 1.96 -2.06
C: -4.93 1.95 -3.44
C: -6.06 2.55 -3.98
N: -7.01 3.15 -3.25
C: -6.82 3.16 -1.91
C: -5.73 2.59 -1.28
H: -1.71 -1.98 4.98
H: 0.13 -0.97 3.58
H: -4.45 -1.04 2.05
H: -4.57 0.46 0.22
H: -2.14 2.12 -2.88
H: 0.01 1.96 -3.79
H: 3.86 1.24 -2.51
H: 2.96 0.42 -0.30
H: -4.22 1.47 -4.11
H: -6.23 2.55 -5.06
H: -7.60 3.66 -1.34
H: -5.64 2.67 -0.20
Se: 2.26 -3.87 0.73
Se: 1.36 -3.42 2.89
C: 2.21 -1.69 2.94
C: 3.26 -1.46 3.83
C: 3.87 -0.20 3.86
C: 3.42 0.80 2.99
C: 2.37 0.53 2.11
N: 1.79 -0.70 2.10
C: 0.52 -3.80 -0.06
C: -0.07 -4.96 -0.56
C: -1.34 -4.90 -1.15
C: -2.00 -3.67 -1.22
C: -1.38 -2.53 -0.71
N: -0.15 -2.61 -0.15
H: 3.60 -2.24 4.50
H: 4.68 -0.01 4.55
H: 3.89 1.78 3.01
H: 2.02 1.30 1.44
H: 0.45 -5.91 -0.50
H: -1.80 -5.79 -1.54
H: -2.98 -3.61 -1.67
H: -1.89 -1.57 -0.76
N: 3.51 -1.03 -4.67
C: 2.61 -1.59 -4.18
N: 1.49 -2.31 -3.61
C: 1.17 -1.78 -2.29
N: 0.89 -1.38 -1.24
C: 3.27 2.42 -0.63
P: 3.04 1.42 0.83
C: 4.59 0.58 1.09
C: 2.89 2.58 2.18
O: 1.87 0.49 0.72
H: 4.13 3.08 -0.51
H: 2.39 3.03 -0.82
H: 3.45 1.78 -1.50
H: 5.41 1.29 1.17
H: 4.80 -0.10 0.26
H: 4.55 0.00 2.02
H: 3.76 3.24 2.23
H: 2.81 2.05 3.13
H: 1.99 3.19 2.06
H: -0.01 -1.90 1.84

# 2
Density functional theory data (ωB97M-V/def2-TZVPD) for C33H31AsF3N7RuS2 as an isolated structure.

Output
ΔE to the lowest compared entry with this formula, charge and spin   120.3 kJ/mol
Spin multiplicity   6
Expectation value of S²   8.82
LUMO energy (alpha / beta)   -2.5 / -4.0 eV
HOMO (alpha / beta)   -9.325 / -10.820 eV
Kohn-Sham gap (alpha / beta)   6.9 / 6.9 eV
Net charge   +1

Atoms and positions in Å:
Ru: -0.05 0.44 1.97
F: 5.76 2.81 0.21
C: 4.43 2.74 0.35
F: 3.91 2.61 -0.88
F: 4.01 3.91 0.84
C: 4.03 1.59 1.24
C: 5.00 0.83 1.86
C: 4.65 -0.23 2.69
C: 3.31 -0.49 2.85
N: 2.35 0.24 2.26
C: 2.68 1.29 1.48
S: 1.31 2.13 0.81
H: 6.05 1.07 1.70
H: 5.39 -0.84 3.18
H: 2.97 -1.31 3.47
S: -4.16 0.06 -0.07
C: -3.02 0.30 -1.35
C: -3.24 0.40 -2.74
C: -2.10 0.63 -3.56
C: -0.83 0.64 -3.07
C: -0.51 0.47 -1.62
C: -1.76 0.42 -0.81
N: -1.73 0.40 0.55
C: -2.90 0.15 1.09
C: -2.90 -0.24 2.50
C: -4.04 -0.65 3.18
C: -3.93 -1.23 4.43
C: -2.68 -1.42 5.00
C: -1.54 -0.97 4.33
C: -1.61 -0.35 3.08
H: -4.23 0.32 -3.17
H: -2.26 0.78 -4.62
H: -0.01 0.81 -3.76
H: 0.10 1.32 -1.29
H: -5.02 -0.55 2.71
H: -4.82 -1.56 4.96
H: -2.59 -1.91 5.96
H: -0.58 -1.13 4.80
C: 1.30 3.41 3.90
As: 0.22 1.81 4.02
C: -1.45 2.51 4.68
C: 1.02 0.99 5.58
H: 1.29 3.88 4.88
H: 0.89 4.08 3.16
H: 2.31 3.15 3.62
H: -1.25 3.16 5.53
H: -2.09 1.68 4.98
H: -1.94 3.07 3.90
H: 0.46 1.29 6.46
H: 2.04 1.36 5.66
H: 1.04 -0.09 5.51
C: 1.83 -0.51 -1.81
C: 0.42 -0.77 -1.29
N: 0.46 -0.99 0.17
C: 0.03 -2.22 0.41
C: -0.31 -2.89 -0.75
N: -0.12 -2.07 -1.80
C: 0.13 -2.65 -3.11
N: -0.83 -2.30 -4.12
N: -2.12 -2.69 -3.96
N: -2.78 -2.39 -5.01
C: -1.91 -1.80 -5.92
C: -2.15 -1.29 -7.20
C: -1.08 -0.72 -7.85
C: 0.20 -0.66 -7.26
C: 0.44 -1.16 -6.00
C: -0.65 -1.73 -5.34
H: 2.24 0.36 -1.30
H: 1.83 -0.31 -2.89
H: 2.47 -1.37 -1.61
H: -0.06 -2.61 1.42
H: -0.68 -3.90 -0.88
H: 0.13 -3.73 -2.98
H: 1.12 -2.37 -3.48
H: -3.13 -1.34 -7.64
H: -1.22 -0.31 -8.85
H: 1.01 -0.22 -7.82
H: 1.43 -1.12 -5.56

# 3
Density functional theory data (ωB97M-V/def2-TZVPD) for C33H31AsNO8PPdS2Si as an isolated structure at a distorted geometry.

Output
ΔE to the lowest compared entry with this formula, charge and spin   101.2 kJ/mol
Spin multiplicity   5
Expectation value of S²   6.09
LUMO energy (alpha / beta)   -0.7 / -3.2 eV
HOMO (alpha / beta)   -8.174 / -8.261 eV
Kohn-Sham gap (alpha / beta)   7.5 / 5.1 eV
Net charge   0

Atoms and positions in Å:
Pd: 10.54 12.46 10.59
O: 10.18 16.77 12.64
As: 10.78 15.08 12.81
O: 10.88 14.63 14.39
O: 10.02 14.44 11.42
C: 12.71 15.45 12.20
C: 13.26 16.69 12.62
C: 14.46 17.13 12.12
C: 15.24 16.33 11.36
C: 14.83 15.02 11.06
C: 13.58 14.61 11.42
S: 13.51 12.77 11.37
O: 12.83 12.32 10.11
O: 14.92 12.45 11.58
O: 12.54 12.62 12.48
H: 9.79 16.83 11.76
H: 12.73 17.24 13.39
H: 14.85 18.06 12.54
H: 16.21 16.72 10.91
H: 15.51 14.35 10.58
O: 9.33 16.97 10.00
C: 9.48 15.95 9.36
O: 10.75 15.44 8.99
C: 8.35 15.31 8.60
C: 7.11 15.89 8.47
C: 6.15 15.13 7.82
C: 6.41 13.85 7.31
C: 7.72 13.31 7.45
C: 8.63 14.06 8.15
P: 10.40 13.73 8.61
C: 9.42 10.16 8.24
C: 9.29 9.23 7.12
C: 8.04 8.92 6.54
C: 6.86 9.44 7.08
C: 6.89 10.02 8.37
C: 8.07 10.26 8.95
C: 11.21 13.48 6.99
C: 11.48 14.60 6.21
C: 12.39 14.53 5.11
C: 12.93 13.30 4.73
C: 12.55 12.17 5.47
C: 11.80 12.28 6.63
H: 6.92 16.85 8.90
H: 5.22 15.57 7.56
H: 5.67 13.29 6.68
H: 8.02 12.33 6.99
H: 10.15 8.91 6.51
H: 8.02 8.28 5.64
H: 5.90 9.40 6.48
H: 6.00 10.29 8.92
H: 8.11 10.36 10.07
H: 11.12 15.53 6.57
H: 12.64 15.44 4.58
H: 13.60 13.22 3.89
H: 12.99 11.19 5.25
H: 11.87 11.43 7.26
C: 12.95 9.46 14.04
Si: 12.99 8.03 12.75
C: 12.23 6.46 13.45
C: 14.76 7.74 12.24
C: 12.02 8.76 11.32
C: 11.94 8.08 10.11
C: 11.14 8.43 9.04
C: 10.47 9.67 9.18
N: 10.82 10.44 10.17
C: 11.20 9.87 11.37
S: 10.54 10.75 12.63
H: 13.79 9.29 14.72
H: 12.08 9.30 14.67
H: 13.02 10.42 13.57
H: 12.63 6.20 14.49
H: 12.47 5.57 12.85
H: 11.15 6.54 13.51
H: 15.42 7.38 13.08
H: 15.21 8.70 12.02
H: 14.89 7.09 11.42
H: 12.55 7.18 10.08
H: 10.97 7.69 8.23
H: 9.78 11.20 8.09

# 4
Density functional theory data (ωB97M-V/def2-TZVPD) for C33H31AuNO5Te as an isolated structure at a distorted geometry.

Output
LUMO energy   -5.6 eV
HOMO   -10.366 eV
Kohn-Sham gap   4.8 eV
Net charge   +1

Atoms and positions in Å:
Au: 1.33 -1.47 -0.52
C: 2.31 -5.22 -2.68
C: 2.43 -3.96 -1.86
C: 3.54 -4.02 -0.82
O: 1.16 -3.70 -1.18
C: 2.65 -2.72 -2.75
O: 3.15 -2.79 -3.84
O: 2.36 -1.54 -2.21
H: 2.11 -6.08 -2.04
H: 3.25 -5.40 -3.21
H: 1.52 -5.13 -3.42
H: 3.36 -4.84 -0.12
H: 3.61 -3.09 -0.25
H: 4.50 -4.19 -1.30
H: 0.97 -4.42 -0.56
C: -0.62 3.05 4.34
C: -0.27 1.87 3.48
C: 0.27 0.71 4.03
C: 0.59 -0.40 3.27
C: 1.30 -1.58 3.88
O: 2.27 -2.04 3.32
C: 0.82 -2.11 5.18
C: 1.71 -2.84 5.97
C: 1.28 -3.37 7.17
C: -0.04 -3.20 7.58
C: -0.93 -2.50 6.79
C: -0.50 -1.95 5.59
C: 0.36 -0.37 1.89
O: 0.50 -1.51 1.22
C: -0.11 0.82 1.28
C: -0.44 1.91 2.11
C: -0.28 0.95 -0.15
N: 0.20 0.12 -1.04
C: 0.04 0.28 -2.51
C: 1.14 1.11 -3.12
Te: 0.95 1.09 -5.26
C: -0.97 1.97 -5.26
C: -1.11 3.36 -5.21
C: -2.37 3.94 -5.22
C: -3.50 3.14 -5.28
C: -3.37 1.76 -5.33
C: -2.12 1.18 -5.32
C: -1.05 2.12 -0.67
C: -2.40 1.99 -0.98
C: -3.10 3.08 -1.45
C: -2.46 4.30 -1.61
C: -1.12 4.43 -1.29
C: -0.41 3.34 -0.82
H: -0.44 2.84 5.39
H: -1.68 3.31 4.23
H: -0.04 3.93 4.06
H: 0.45 0.67 5.10
H: 2.72 -2.97 5.63
H: 1.97 -3.93 7.79
H: -0.37 -3.63 8.52
H: -1.96 -2.38 7.11
H: -1.20 -1.40 4.97
H: -0.82 2.81 1.65
H: -0.93 0.74 -2.68
H: 0.02 -0.72 -2.93
H: 2.12 0.69 -2.91
H: 1.11 2.14 -2.78
H: -0.22 3.98 -5.18
H: -2.46 5.02 -5.20
H: -4.48 3.60 -5.31
H: -4.26 1.14 -5.39
H: -2.02 0.10 -5.38
H: -2.90 1.03 -0.85
H: -4.15 2.98 -1.70
H: -3.01 5.16 -1.98
H: -0.62 5.39 -1.41
H: 0.64 3.44 -0.57

The energy results, record by record, are as follows: -7945.1157; -5085.7746; -5723.4926; -2110.4743 Eh.